{"formula": "C38H82BClF2IN9O8P3", "method": "wB97M-V/def2-TZVPD", "gap_ev": 5.318, "charge": -1, "e_lumo_ev": 0.38, "e_tot_ha": -4597.995947, "elements": ["H", "C", "C", "C", "H", "C", "C", "H", "C", "H", "P", "H", "H", "H", "I", "C", "C", "H", "H", "H", "H", "H", "C", "Cl", "H", "H", "N", "H", "C", "C", "C", "O", "H", "H", "C", "H", "H", "H", "O", "H", "F", "N", "C", "H", "P", "H", "H", "H", "C", "H", "H", "C", "O", "H", "P", "H", "H", "H", "C", "B", "H", "O", "H", "H", "H", "O", "H", "H", "C", "H", "C", "H", "C", "H", "H", "H", "C", "C", "H", "H", "H", "H", "C", "H", "H", "H", "H", "C", "H", "N", "N", "H", "H", "H", "H", "H", "O", "N", "N", "C", "C", "H", "H", "H", "H", "C", "N", "O", "H", "H", "H", "H", "N", "C", "C", "H", "C", "H", "N", "H", "H", "H", "H", "F", "C", "C", "C", "C", "H", "H", "H", "C", "H", "C", "H", "H", "C", "H", "H", "H", "H", "H", "H", "C", "O"], "positions_angstrom": [[1.434, -0.078, -1.985], [2.986, 1.704, 5.057], [3.294, -3.084, 0.798], [-2.138, 1.261, 0.229], [8.860, 2.688, 1.116], [-12.149, -1.590, -0.657], [-10.587, -5.955, -0.161], [7.361, 3.599, 0.909], [3.304, -0.630, -3.059], [7.887, 5.062, -0.608], [8.968, 1.645, -1.730], [-7.928, -4.117, -1.873], [3.949, -2.602, -1.514], [-3.423, -3.760, -3.974], [-1.409, 0.182, -3.171], [-0.739, 3.813, 6.892], [4.323, -1.750, -0.848], [-2.269, -3.290, 1.117], [-0.688, -2.505, 1.603], [0.648, -0.929, 1.314], [-1.870, 3.491, -0.281], [-9.784, -3.747, 1.370], [7.938, 0.989, -4.179], [1.757, -4.859, -4.879], [3.795, 0.113, -3.798], [-0.673, 5.201, 3.874], [8.818, 1.899, -3.440], [11.182, 1.817, -3.768], [8.756, 3.201, -4.081], [8.625, 4.428, -1.111], [-1.287, 2.573, 0.070], [1.037, 3.462, 3.849], [2.152, 6.665, 6.124], [0.817, 3.625, 0.169], [0.383, -4.999, -3.624], [-1.776, -5.130, -4.114], [-9.500, -6.075, -0.222], [-1.934, 5.162, 5.081], [-11.892, -4.665, -2.395], [-3.465, -1.719, -1.550], [-6.255, -1.187, -2.348], [-0.069, 4.382, 5.735], [-0.522, -1.816, -2.772], [3.582, -1.673, -3.437], [-10.783, -3.803, -1.768], [4.021, 3.586, 6.900], [11.639, 0.723, -2.458], [-7.370, -2.939, -0.666], [-4.977, -1.147, -3.076], [-13.206, -1.319, -2.965], [10.770, 3.082, 0.236], [0.242, 2.648, 0.333], [0.628, -5.665, -2.608], [7.795, 3.697, -3.901], [1.532, 3.964, 5.215], [-0.872, -3.818, -5.034], [-11.294, -1.329, -0.031], [8.574, 4.739, -2.149], [-3.968, -2.253, -2.427], [-0.879, -2.976, -0.626], [8.086, -0.046, -3.864], [3.683, -1.703, 0.467], [6.882, 1.253, -4.040], [2.226, 6.424, 7.886], [-1.044, 2.775, 6.715], [7.637, 0.880, -1.653], [2.870, 1.796, 3.972], [3.248, -3.264, 1.929], [0.923, 1.307, 0.829], [-11.235, -4.608, 1.873], [-2.960, -2.782, -3.560], [0.720, 6.209, 7.053], [-1.077, 4.603, 4.693], [2.230, -3.218, 0.396], [-8.216, -1.149, -1.621], [5.004, 0.191, -1.713], [1.774, 1.817, 7.105], [3.625, 4.598, 6.827], [4.075, 5.080, 5.954], [0.713, -1.590, -4.686], [1.594, -2.571, -3.295], [1.545, 0.516, -3.803], [3.976, -0.355, -1.628], [8.152, 1.012, -5.252], [3.979, 5.108, 7.728], [1.850, 0.724, 7.086], [-11.028, -6.518, -0.989], [-0.999, -4.284, -3.994], [-2.903, -2.081, -4.483], [10.552, 2.448, -1.803], [-11.756, -2.366, -1.820], [3.038, 0.633, 5.270], [-13.725, -2.918, -2.403], [-12.908, -2.109, -0.059], [3.955, 2.142, 5.322], [-11.387, -3.026, 1.222], [-2.263, -1.224, 0.753], [1.879, 2.357, 5.760], [-10.985, -4.545, -0.215], [11.502, 1.775, -2.728], [-1.439, -0.080, 0.676], [11.313, 1.429, -0.083], [8.881, 3.107, -5.166], [2.553, 2.178, 7.786], [12.271, 2.836, -0.595], [-10.827, -3.947, 1.100], [2.145, 4.617, 6.750], [-0.051, -2.064, -1.421], [3.950, -3.861, 0.249], [0.811, 2.004, 7.568], [7.378, 1.875, 0.605], [5.456, -1.825, -0.640], [8.307, 3.023, -0.916], [-1.462, -3.118, -2.989], [-12.868, -2.342, -2.774], [-5.139, -1.293, -4.195], [-9.064, -1.702, -2.029], [2.049, 1.355, 1.027], [-9.454, -2.817, -1.124], [-12.565, -2.745, -3.742], [-1.448, 3.653, 4.288], [-3.271, 1.245, 0.025], [9.609, 4.714, -0.721], [0.014, -4.083, -0.179], [-8.200, -3.591, -0.953], [-1.509, -2.474, 0.798], [1.792, 6.047, 6.954], [7.966, 2.790, 0.491], [-12.569, -0.623, -0.958], [9.577, 3.851, -3.771], [-4.633, -3.131, -2.125], [0.076, 0.007, 0.981], [-8.275, -4.325, -0.151], [1.689, -0.363, -3.072], [12.478, 2.272, -2.710], [-1.641, 4.384, 7.139], [0.880, -1.698, -3.554], [-0.125, 3.874, 7.792], [-10.924, -6.444, 0.757], [-9.853, -0.960, -2.153], [-4.525, -0.117, -2.811], [-8.794, -2.076, -3.022], [3.344, 0.291, -0.926], [11.255, 2.441, -0.498], [-1.742, -3.596, -1.640]], "lowdin_charge": [0.09, -0.14, -0.11, -0.06, 0.06, -0.16, -0.15, 0.08, -0.20, 0.08, 0.76, 0.09, 0.11, 0.11, 0.99, -0.15, -0.21, 0.14, 0.11, 0.10, 0.07, 0.07, -0.14, 0.51, 0.10, 0.07, -0.34, 0.07, -0.15, -0.14, -0.11, -0.30, 0.08, 0.08, -0.64, 0.14, 0.06, 0.07, -0.33, 0.10, -0.16, -0.34, -0.59, 0.10, 0.76, 0.06, 0.08, 0.08, -0.15, 0.07, 0.06, -0.09, 0.03, 0.09, 0.76, 0.12, 0.07, 0.05, -0.16, -0.94, 0.07, -0.25, 0.08, 0.08, 0.09, -0.31, 0.07, 0.09, -0.06, 0.08, -0.17, 0.07, -0.14, 0.09, 0.07, 0.09, -0.14, -0.14, 0.08, 0.11, 0.09, 0.08, -0.15, 0.08, 0.08, 0.08, 0.07, -0.07, 0.09, -0.27, -0.34, 0.08, 0.08, 0.08, 0.06, 0.05, -0.12, -0.31, -0.32, -0.14, -0.20, 0.09, 0.08, 0.07, 0.08, -0.14, -0.27, -0.01, 0.09, 0.05, 0.07, 0.12, -0.31, -0.34, -0.15, 0.11, -0.13, 0.08, -0.26, 0.07, 0.09, 0.09, 0.07, -0.01, -0.13, -0.07, -0.14, -0.14, 0.08, 0.07, 0.12, 0.01, 0.06, -0.24, 0.08, 0.08, -0.22, 0.07, 0.07, 0.07, 0.08, 0.09, 0.10, -0.14, 0.03]}